Computed, not measured: C3H5N3 in the gas phase in a non-equilibrium geometry, with the ωB97M-V functional and the def2-TZVPD basis.

Each line ends with the Mulliken charge.
Element x y z (Å)
N (0.642, -0.623, 1.679)  -0.40
C (-0.177, -0.181, 0.694)  0.15
N (1.444, -0.549, -1.289)  -0.71
N (0.563, 0.232, -1.580)  0.30
C (-0.401, 0.757, -0.566)  -0.43
C (-1.355, -0.075, 0.146)  -0.35
H (0.329, -0.745, 2.630)  0.19
H (1.527, -1.038, 1.422)  0.26
H (0.487, 0.656, -2.525)  0.26
H (-0.657, 1.807, -0.839)  0.35
H (-2.413, -0.228, 0.226)  0.38

Cartesian forces (eV/Å) of the 2 atoms listed first:
0.04 0.46 -0.09
-0.38 0.78 -0.20

Summary:
Total charge: 0
Orbital gap (eV): 8.92
Energy relative to the best compared isomer or geometry (same formula, charge and spin) (kJ/mol): 518.5
LUMO level (eV): 1.082


Computed, not measured: C3H5N3 in the gas phase, with the ωB97M-V functional and the def2-TZVPD basis.

Each line ends with the Mulliken charge.
Element x y z (Å)
N (0.848, 1.480, 0.772)  -0.57
C (0.232, 0.323, 0.225)  0.52
C (-0.409, 0.315, -0.990)  -0.56
N (-0.878, -0.934, -1.179)  0.23
N (-0.575, -1.771, -0.160)  -0.75
C (0.095, -1.009, 0.697)  -0.44
H (1.791, 1.295, 1.089)  0.26
H (0.318, 1.857, 1.549)  0.25
H (-0.540, 1.118, -1.700)  0.42
H (-1.392, -1.239, -1.992)  0.22
H (0.465, -1.442, 1.623)  0.41

Cartesian forces (eV/Å) of the 2 atoms listed first:
0.09 -0.04 0.26
-0.15 -0.12 -0.21

Summary:
Total charge: 0
Orbital gap (eV): 10.14
Energy relative to the best compared isomer or geometry (same formula, charge and spin) (kJ/mol): 72.2
LUMO level (eV): 1.086
Structure (SMILES): Nc1cn[nH]c1


Computed, not measured: C3H5N3 in the gas phase in a non-equilibrium geometry, with the ωB97M-V functional and the def2-TZVPD basis.

Each line ends with the Mulliken charge.
Element x y z (Å)
N (-1.818, -0.104, 0.318)  -0.59
C (-0.448, 0.054, 0.106)  0.33
C (0.477, -0.960, -0.043)  -0.45
C (1.726, -0.268, 0.012)  -0.20
N (1.564, 1.037, 0.082)  -0.70
N (0.220, 1.217, 0.111)  0.27
H (-1.978, -1.023, 0.717)  0.27
H (-2.418, 0.032, -0.482)  0.24
H (0.097, -1.453, -0.924)  0.18
H (2.732, -0.673, 0.099)  0.41
H (-0.154, 2.142, 0.003)  0.24

Cartesian forces (eV/Å) of the 2 atoms listed first:
-0.14 0.04 -0.15
0.09 0.36 0.00

Summary:
Total charge: 0
Orbital gap (eV): 9.57
Energy relative to the best compared isomer or geometry (same formula, charge and spin) (kJ/mol): 179.8
LUMO level (eV): 0.861
Structure (SMILES): Nc1ccn[nH]1


Computed, not measured: C3H5N3 in the gas phase, with the ωB97M-V functional and the def2-TZVPD basis.

Each line ends with the Mulliken charge.
Element x y z (Å)
N (-1.718, 0.196, 1.114)  -0.57
C (-0.522, 0.101, 0.383)  0.55
C (-0.028, -0.981, -0.297)  -0.62
N (1.189, -0.556, -0.798)  -0.03
C (1.366, 0.722, -0.393)  -0.18
N (0.350, 1.157, 0.314)  -0.63
H (-1.777, 1.110, 1.546)  0.29
H (-2.542, 0.044, 0.547)  0.25
H (-0.397, -1.985, -0.435)  0.37
H (1.839, -1.110, -1.329)  0.18
H (2.241, 1.303, -0.652)  0.39

Cartesian forces (eV/Å) of the 2 atoms listed first:
-0.01 0.10 -0.04
-0.03 -0.10 -0.10

Summary:
Total charge: 0
Orbital gap (eV): 8.97
Energy relative to the best compared isomer or geometry (same formula, charge and spin) (kJ/mol): 0.9
LUMO level (eV): 0.987
Structure (SMILES): Nc1c[nH]cn1


Computed, not measured: C3H5N3 in the gas phase in a non-equilibrium geometry, with the ωB97M-V functional and the def2-TZVPD basis.

Each line ends with the Mulliken charge.
Element x y z (Å)
C (0.257, 0.697, -0.538)  0.38
C (-0.748, 0.482, 0.586)  -0.23
C (-0.852, -0.999, 0.866)  0.18
H (2.114, 0.243, -1.027)  0.25
H (1.587, -0.804, 0.169)  0.28
H (0.783, 1.638, -2.076)  0.22
H (-1.817, 0.776, 0.280)  0.25
H (-0.297, 1.025, 1.520)  0.24
N (1.474, 0.155, -0.185)  -0.52
N (-0.029, 1.396, -1.549)  -0.61
N (-0.632, -2.116, 1.112)  -0.43

Cartesian forces (eV/Å) of the 2 atoms listed first:
-0.65 -0.65 0.95
-1.55 -0.47 0.49

Summary:
Total charge: 0
Orbital gap (eV): 10.75
Energy relative to the best compared isomer or geometry (same formula, charge and spin) (kJ/mol): 91.0
LUMO level (eV): 0.706
Structure (SMILES): [H]/N=C(\N)CC#N


Computed, not measured: a molecular structure, C3H5N3 in a non-equilibrium geometry, with the ωB97M-V functional and the def2-TZVPD basis.

Each line ends with the Mulliken charge.
Element x y z (Å)
N (1.866, 0.196, 0.714)  -0.81
C (0.681, -0.063, 0.182)  0.45
C (0.032, 0.300, -1.077)  -0.35
N (-1.331, -0.043, -1.061)  -0.54
C (-1.546, -0.496, 0.130)  -0.08
N (-0.422, -0.507, 0.918)  -0.12
H (2.529, 0.349, -0.049)  0.23
H (0.575, 1.182, -0.098)  0.21
H (0.515, 0.600, -1.998)  0.44
H (-2.512, -0.823, 0.511)  0.36
H (-0.333, -0.759, 1.888)  0.20

Cartesian forces (eV/Å) of the 2 atoms listed first:
0.30 -1.22 -0.03
0.47 -0.29 0.52

Summary:
Total charge: 0
Orbital gap (eV): 8.67
Energy relative to the best compared isomer or geometry (same formula, charge and spin) (kJ/mol): 320.2
LUMO level (eV): 0.725


Computed, not measured: C3H5N3 in the gas phase in a non-equilibrium geometry, with the ωB97M-V functional and the def2-TZVPD basis.

Each line ends with the Mulliken charge.
Element x y z (Å)
N (-1.313, -1.419, 0.644)  -0.63
C (-0.239, -0.549, 0.327)  0.29
C (0.304, -0.401, -0.905)  -0.30
N (0.943, 0.825, -0.921)  -0.14
C (0.861, 1.305, 0.398)  -0.21
N (0.149, 0.485, 1.133)  -0.56
H (-1.426, -1.358, 1.652)  0.32
H (-2.149, -0.982, 0.221)  0.27
H (0.332, -1.132, -1.698)  0.38
H (1.648, 0.895, -1.651)  0.27
H (0.891, 2.330, 0.798)  0.32

Cartesian forces (eV/Å) of the 2 atoms listed first:
-0.05 0.46 0.17
-0.31 0.22 -0.28

Summary:
Total charge: 0
Orbital gap (eV): 9.30
Energy relative to the best compared isomer or geometry (same formula, charge and spin) (kJ/mol): 73.2
LUMO level (eV): 0.996
Structure (SMILES): Nc1c[nH]cn1


Computed, not measured: C3H5N3 in the gas phase in a non-equilibrium geometry, with the ωB97M-V functional and the def2-TZVPD basis.

Each line ends with the Mulliken charge.
Element x y z (Å)
C (-0.238, 1.000, -0.243)  -0.11
C (-1.546, 0.436, 0.023)  -0.44
C (-1.240, -0.891, -0.081)  -0.20
H (2.402, -0.382, 0.824)  0.27
H (2.297, -0.460, -0.585)  0.20
H (0.006, 2.138, 0.122)  0.24
H (-2.409, 1.104, 0.151)  0.34
H (-1.890, -1.787, 0.096)  0.36
N (1.888, 0.051, 0.005)  -0.81
N (0.677, -0.045, -0.187)  1.13
N (0.053, -1.163, -0.125)  -0.99

Cartesian forces (eV/Å) of the 2 atoms listed first:
-0.83 2.51 3.44
2.92 2.88 -1.78

Summary:
Total charge: 0
Orbital gap (eV): 10.34
Energy relative to the best compared isomer or geometry (same formula, charge and spin) (kJ/mol): 396.5
LUMO level (eV): 1.132
Structure (SMILES): Nn1cccn1


Computed, not measured: C3H5N3 in the gas phase in a non-equilibrium geometry, with the ωB97M-V functional and the def2-TZVPD basis.

Each line ends with the Mulliken charge.
Element x y z (Å)
N (0.722, -1.113, -1.324)  -0.55
C (0.230, -0.296, -0.303)  0.29
C (-0.666, 0.741, -0.431)  -0.49
N (-1.015, 1.128, 0.842)  0.16
N (-0.280, 0.505, 1.771)  -0.62
C (0.575, -0.234, 1.066)  -0.17
H (1.460, -1.743, -1.054)  0.23
H (0.033, -1.596, -1.889)  0.24
H (-0.664, 1.426, -1.265)  0.33
H (-1.921, 1.511, 1.080)  0.25
H (1.587, -0.380, 1.424)  0.34

Cartesian forces (eV/Å) of the 2 atoms listed first:
0.40 0.30 -0.19
0.13 0.66 -0.06

Summary:
Total charge: 0
Orbital gap (eV): 9.35
Energy relative to the best compared isomer or geometry (same formula, charge and spin) (kJ/mol): 170.0
LUMO level (eV): 1.102
Structure (SMILES): Nc1cn[nH]c1


Computed, not measured: C3H5N3 in the gas phase in a non-equilibrium geometry, with the ωB97M-V functional and the def2-TZVPD basis.

Each line ends with the Mulliken charge.
Element x y z (Å)
C (-0.441, 0.450, -0.366)  0.07
C (-0.905, 0.464, 1.054)  -0.40
C (-0.202, 1.659, 0.561)  -0.49
N (1.368, -2.472, -1.206)  -0.73
N (0.736, -0.353, -0.793)  -0.10
N (0.739, -1.419, -1.259)  0.49
H (-1.972, 0.759, 1.068)  0.19
H (-0.597, -0.298, 1.814)  0.28
H (0.871, 1.909, 0.748)  0.25
H (-0.816, 2.529, 0.224)  0.20
H (1.219, -3.229, -1.844)  0.24

Cartesian forces (eV/Å) of the 2 atoms listed first:
3.01 -0.65 0.46
-1.94 -1.18 0.35

Summary:
Total charge: 0
Orbital gap (spin up / spin down) (eV): 8.03 / 7.59
Energy relative to the best compared isomer or geometry (same formula, charge and spin) (kJ/mol): 654.5
LUMO level (spin up / spin down) (eV): -0.282 / -0.431
Structure (SMILES): [H]/N=N/N=C1CC1


Computed, not measured: C3H5N3 in the gas phase in a non-equilibrium geometry, with the ωB97M-V functional and the def2-TZVPD basis.

Each line ends with the Mulliken charge.
Element x y z (Å)
C (0.592, 1.461, -0.015)  -0.35
C (1.887, -0.267, -0.038)  0.11
C (-0.438, 0.620, -0.067)  0.24
N (1.838, 1.006, -0.026)  -0.63
N (0.811, -1.004, 0.041)  -0.39
N (-1.768, 0.381, 0.017)  -0.51
H (0.603, 2.502, -0.010)  0.47
H (2.864, -0.802, 0.130)  0.31
H (0.622, -1.947, 0.208)  0.15
H (-2.405, 0.112, -0.774)  0.28
H (-2.162, -0.310, 0.816)  0.31

Cartesian forces (eV/Å) of the 2 atoms listed first:
-0.92 -0.77 -0.23
1.78 -4.09 1.76

Summary:
Total charge: 0
Orbital gap (eV): 8.94
Energy relative to the best compared isomer or geometry (same formula, charge and spin) (kJ/mol): 322.6
LUMO level (eV): 0.660


Computed, not measured: C3H5N3 in the gas phase in a non-equilibrium geometry, with the ωB97M-V functional and the def2-TZVPD basis.

Each line ends with the Mulliken charge.
Element x y z (Å)
C (-1.698, 0.065, 0.023)  -0.94
C (-0.197, -0.108, 0.028)  0.76
C (0.398, 1.075, -0.156)  -0.31
N (2.250, -0.204, 0.015)  -0.28
N (1.679, -1.254, 0.413)  -0.20
N (0.365, -1.310, 0.356)  -0.43
H (-2.100, -0.689, -0.649)  0.28
H (-2.067, 1.049, -0.314)  0.33
H (-2.042, -0.068, 1.048)  0.26
H (0.146, 1.770, -0.978)  0.27
H (3.266, -0.326, 0.213)  0.27

Cartesian forces (eV/Å) of the 2 atoms listed first:
-0.30 -0.21 0.05
0.13 0.71 0.08

Summary:
Total charge: 0
Orbital gap (eV): 8.86
Energy relative to the best compared isomer or geometry (same formula, charge and spin) (kJ/mol): 501.9
LUMO level (eV): -0.430